No. 1
The following is a DFT calculation (the ωB97M-V functional and the def2-TZVPD basis) of a cluster of 5 separate species, C37H76BF7N8O14S in total in a non-equilibrium geometry.

Values from the calculation:
- Kohn-Sham gap: 8.92 eV
- E_HOMO: -8.773 eV
- Strongest force on any atom: 3.9 eV/Å
- Structure (SMILES): CCN[C@](CCC(=O)O)(O[C@@](CNC)(OC#N)[C@@H](N=C=S)O[C@@](C)(CC(N)(N)N)C(F)(F)C(F)(F)C(F)(F)F)B(O)N(C)C.COCCOC.COCCOC.COCCOC.COCCOC
- DFT total energy: -110713.922 eV

Cartesian coordinates (Å):
C 2.61750 1.29138 -3.38952
C 2.30702 0.21349 -2.27271
N 2.70136 0.79118 -0.98168
C 2.13116 0.05960 0.20297
C 2.64808 -1.40948 0.05010
C 2.77910 -2.26431 1.32946
C 3.49312 -3.57188 0.90800
O 3.71228 -3.84813 -0.20702
O 3.85576 -4.47836 1.89663
O 0.71988 0.29974 0.06647
C -0.19794 -0.43010 0.78734
C -0.77022 -1.63591 -0.06943
N -0.12160 -2.92926 0.18666
C -1.03870 -3.96762 0.67933
O 0.14849 -0.77739 2.12931
C -0.76618 -1.41763 2.75012
N -1.60370 -1.88389 3.33711
C -1.45600 0.54066 0.91833
N -1.19110 1.49951 2.02350
C -0.68467 2.52305 1.70250
S 0.39814 3.67375 1.59385
O -1.70344 1.26100 -0.27536
C -3.08431 1.42528 -0.57686
C -3.73400 0.16209 -1.25221
C -3.96161 2.09773 0.51685
C -4.64456 1.28230 1.63604
N -6.02198 1.88572 1.80593
N -4.82153 -0.16729 1.47418
N -4.02431 1.48802 2.96407
C -3.07525 2.47033 -1.75306
F -4.28107 2.50579 -2.36086
F -2.90705 3.72708 -1.25730
C -1.99640 2.26644 -2.85980
F -1.51632 1.03221 -3.02629
F -2.57628 2.59656 -4.04615
C -0.75622 3.23857 -2.77575
F -1.06140 4.47741 -3.13214
F 0.10197 2.77936 -3.72254
F -0.11060 3.16650 -1.64845
B 2.86291 0.85709 1.43875
O 3.61068 2.00661 1.19852
N 2.74763 0.43006 2.85738
C 2.09926 1.45526 3.70172
C 4.17565 0.38344 3.32538
H 1.83488 1.21020 -4.15683
H 3.59978 1.07116 -3.83934
H 2.62296 2.29361 -2.93800
H 1.23960 -0.01927 -2.37443
H 2.90970 -0.66605 -2.58052
H 3.71522 0.74895 -0.94516
H 2.11284 -2.00628 -0.69846
H 3.67346 -1.31921 -0.34982
H 3.41931 -1.84456 2.11809
H 1.83521 -2.60937 1.76996
H 3.18003 -5.16887 1.96006
H -1.83884 -1.77500 0.17148
H -0.67649 -1.36769 -1.13345
H 0.29342 -3.31046 -0.65637
H -0.49916 -4.73360 1.26593
H -1.79913 -3.56520 1.36756
H -1.59986 -4.49341 -0.11872
H -2.36362 -0.03941 1.15460
H -3.68690 0.18921 -2.34618
H -4.80567 0.22052 -0.99906
H -3.37717 -0.77889 -0.82347
H -4.73485 2.68431 -0.00748
H -3.34039 2.86530 1.00188
H -6.52218 1.58760 0.96325
H -6.47887 1.34055 2.53973
H -5.55554 -0.41999 0.81988
H -5.02819 -0.64488 2.34430
H -3.61203 0.62090 3.29904
H -4.72507 1.80815 3.62332
H 3.07726 2.61889 0.66466
H 2.42745 1.26919 4.74012
H 2.42875 2.49006 3.47096
H 1.00207 1.41959 3.62678
H 4.31485 -0.45152 4.03015
H 4.82646 0.14936 2.45463
H 4.52897 1.35239 3.70914
C -5.63683 -4.88400 6.38100
O -4.22836 -4.73476 6.40047
C -3.77140 -3.71364 5.51948
C -3.40724 -2.45449 6.28172
O -4.56381 -1.83768 6.84198
C -4.69148 -2.07533 8.23336
H -5.91567 -5.55175 7.19585
H -6.14601 -3.92738 6.52310
H -5.95563 -5.33496 5.43493
H -4.51685 -3.49992 4.74684
H -2.87430 -4.09611 5.02479
H -2.96888 -1.73658 5.58467
H -2.66411 -2.66905 7.05560
H -3.92881 -1.51469 8.78385
H -4.60726 -3.13903 8.46963
H -5.67500 -1.72515 8.54604
C 6.68558 -1.99869 5.18678
O 6.74843 -0.77926 5.90751
C 6.47426 -0.94588 7.29275
C 7.74568 -0.91010 8.11694
O 8.56117 -2.04662 7.86333
C 9.66268 -1.75317 7.02048
H 7.07189 -1.81901 4.18359
H 7.28802 -2.77836 5.65880
H 5.64533 -2.33278 5.10674
H 5.92186 -1.87310 7.47301
H 5.83642 -0.10880 7.59465
H 7.47748 -0.94014 9.17781
H 8.29894 0.01630 7.93516
H 10.39820 -1.14552 7.55786
H 9.34797 -1.23168 6.11309
H 10.12960 -2.69589 6.73708
C -0.44690 3.70045 -8.69326
O -1.31372 3.56198 -7.58097
C -0.75757 4.10484 -6.38761
C -1.35356 5.43399 -6.02592
O -1.00158 6.46252 -6.94626
C -2.05634 6.78449 -7.83518
H -1.00196 3.42185 -9.58911
H -0.09572 4.72924 -8.80513
H 0.41140 3.02706 -8.59060
H 0.33182 4.17892 -6.47049
H -0.99013 3.40859 -5.58564
H -0.95274 5.72917 -5.05511
H -2.44206 5.35524 -5.93628
H -2.85289 7.31327 -7.30093
H -2.46597 5.89152 -8.31483
H -1.65737 7.44288 -8.60646
C 0.17969 -1.61096 -9.71080
O -1.04610 -2.04209 -9.14420
C -0.87480 -2.67556 -7.88359
C -1.25666 -1.75192 -6.74386
O -0.34725 -0.66764 -6.62816
C -0.86914 0.54473 -7.15549
H -0.05030 -0.99110 -10.57698
H 0.76516 -1.01927 -9.00279
H 0.76558 -2.47411 -10.04406
H 0.15168 -3.03518 -7.76282
H -1.54076 -3.54470 -7.87026
H -1.20565 -2.31358 -5.80471
H -2.28264 -1.39047 -6.86545
H -1.65966 0.92870 -6.50364
H -1.25955 0.40967 -8.16718
H -0.06182 1.27353 -7.18848

Atom charges from the Löwdin analysis, given in e for atoms 1 to 99:
1 C -0.08
2 C -0.24
3 N -0.01
4 C -0.29
5 C -0.09
6 C -0.07
7 C -0.50
8 O 0.15
9 O 0.06
10 O 0.04
11 C -0.35
12 C -0.09
13 N -0.09
14 C -0.12
15 O 0.11
16 C -0.34
17 N 0.24
18 C -0.22
19 N 0.15
20 C -0.71
21 S 0.81
22 O -0.03
23 C -0.34
24 C 0.03
25 C -0.03
26 C -0.59
27 N 0.05
28 N 0.07
29 N 0.08
30 C -0.37
31 F 0.13
32 F 0.13
33 C -0.32
34 F 0.16
35 F 0.13
36 C -0.55
37 F 0.19
38 F 0.12
39 F 0.20
40 B -0.49
41 O 0.13
42 N -0.11
43 C -0.10
44 C -0.08
45 H 0.05
46 H 0.07
47 H 0.07
48 H 0.11
49 H 0.11
50 H 0.12
51 H 0.11
52 H 0.14
53 H 0.11
54 H 0.11
55 H 0.11
56 H 0.11
57 H 0.14
58 H 0.11
59 H 0.08
60 H 0.06
61 H 0.08
62 H 0.12
63 H 0.09
64 H 0.08
65 H 0.07
66 H 0.13
67 H 0.13
68 H 0.07
69 H 0.07
70 H 0.07
71 H 0.08
72 H 0.06
73 H 0.07
74 H 0.10
75 H 0.09
76 H 0.07
77 H 0.06
78 H 0.08
79 H 0.09
80 H 0.10
81 C -0.12
82 O -0.19
83 C -0.21
84 C -0.21
85 O -0.20
86 C -0.11
87 H 0.09
88 H 0.08
89 H 0.09
90 H 0.12
91 H 0.12
92 H 0.09
93 H 0.13
94 H 0.09
95 H 0.08
96 H 0.09
97 C -0.12
98 O -0.20
99 C -0.20


No. 2
The following is a DFT calculation (the ωB97M-V functional and the def2-TZVPD basis) of a cluster of 2 separate species, C2H4NO2P in total in a non-equilibrium geometry.

Values from the calculation:
- Kohn-Sham gap (alpha / beta): 7.26 / 7.25 eV
- E_HOMO (alpha / beta): -7.422 / -7.421 eV
- Strongest force on any atom: 3.1 eV/Å
- Energy above the lowest of the compared OMol25 structures with the same formula, charge and spin: 6.554 eV
- DFT total energy: -17006.855 eV

Cartesian coordinates (Å):
C -2.62743 -0.17944 0.30161
C 2.70475 -0.21163 -0.14156
N -1.53112 0.19342 -0.23186
O 3.75858 -0.34797 -0.74179
O -0.53421 0.94220 0.50340
P -0.13405 0.22686 -1.03618
H -3.16273 -0.86925 -0.38367
H -3.03389 0.34046 1.25501
H 2.01508 0.57306 -0.35745
H 2.54503 -0.66770 0.83249

For each atom in turn, the Löwdin charge in e is:
1 C 0.01
2 C -0.20
3 N -0.55
4 O -0.01
5 O -0.37
6 P 0.85
7 H 0.10
8 H 0.13
9 H -0.04
10 H 0.08


No. 3
The following is a DFT calculation (the ωB97M-V functional and the def2-TZVPD basis) of the ion CH5N5O3S with charge +2 in a non-equilibrium geometry.

Values from the calculation:
- Kohn-Sham gap: 8.07 eV
- E_HOMO: -19.836 eV
- Strongest force on any atom: 7.7 eV/Å
- Total charge: +2
- Structure (SMILES): NC(N)=[NH+]ON=[N+]=S(=O)=O
- Energy above the lowest of the compared OMol25 structures with the same formula, charge and spin: 1.763 eV
- DFT total energy: -25520.128 eV

Cartesian coordinates (Å):
N 0.16321 -1.03462 0.15481
C 0.11055 0.26064 -0.13602
N -0.92474 0.88637 -0.61494
N 1.28250 1.01541 0.01194
O 1.16814 2.28853 -0.23936
N 2.20430 3.03130 -0.16612
N 1.96712 4.28707 -0.67994
S 0.60042 4.61508 -1.48756
O 0.61379 5.81325 -2.17026
O -0.49631 3.70858 -1.33533
H -0.74038 -1.54119 -0.23994
H 0.84398 -1.58479 0.50671
H -1.75252 0.28800 -0.79453
H -0.99012 1.89166 -0.94195
H 2.27805 0.63257 0.16001

For each atom in turn, the Löwdin charge in e is:
1 N 0.27
2 C -0.34
3 N 0.25
4 N 0.13
5 O -0.05
6 N 0.18
7 N -0.04
8 S 0.97
9 O -0.07
10 O -0.20
11 H 0.23
12 H 0.10
13 H 0.18
14 H 0.13
15 H 0.25


No. 4
The following is a DFT calculation (the ωB97M-V functional and the def2-TZVPD basis) of a structure of composition C9H9F6N4O7PRu in a non-equilibrium geometry.

Values from the calculation:
- Kohn-Sham gap (alpha / beta): 8.67 / 6.81 eV
- E_HOMO (alpha / beta): -10.824 / -10.930 eV
- Strongest force on any atom: 2.3 eV/Å
- Multiplicity: 5
- DFT total energy: -57952.557 eV

Cartesian coordinates (Å):
Ru 1.03192 0.16582 -0.19158
N -1.01709 1.45183 0.65968
C -1.22505 2.58740 -0.21672
C 0.09965 3.02537 -0.81631
O 0.26056 4.14286 -1.24044
N 1.08656 2.05348 -0.84081
C 2.40374 2.54525 -1.18903
C 3.47308 1.57301 -0.63140
O 4.61649 1.91631 -0.57311
O 2.96238 0.40421 -0.32840
H -1.85688 0.92348 0.85589
H -0.62346 1.74185 1.55018
H -1.63776 3.46328 0.28690
H -1.90618 2.33433 -1.03144
H 2.57185 3.54198 -0.78778
H 2.57324 2.57854 -2.26890
O -1.65876 -5.02127 -0.74941
C -2.51360 -4.07966 -1.06166
O -3.67886 -4.27784 -1.29194
C -1.98829 -2.67692 -1.15944
C -2.74838 -1.62093 -1.61613
N -1.99319 -0.51545 -1.53875
N -0.77238 -0.78953 -1.06767
C -0.74865 -2.10013 -0.83631
C 0.55028 -2.67803 -0.34526
O 0.68198 -3.88320 -0.24721
O 1.45075 -1.79058 -0.10920
H -0.75751 -4.67768 -0.51846
H -3.76317 -1.62885 -1.97810
H -2.23284 0.41068 -1.84368
F 2.25953 -0.71341 2.40109
P 1.08569 0.10248 3.10460
F 0.02212 -0.55998 1.91507
F -0.16815 0.98738 3.57794
F 0.72024 -1.08059 4.06618
F 2.05806 0.80614 4.11295
F 1.38209 1.33837 1.94866

For each atom in turn, the Löwdin charge in e is:
1 Ru 1.75
2 N -0.01
3 C -0.15
4 C -0.49
5 O 0.12
6 N -0.10
7 C -0.10
8 C -0.57
9 O 0.15
10 O -0.13
11 H 0.10
12 H 0.07
13 H 0.14
14 H 0.11
15 H 0.14
16 H 0.15
17 O 0.16
18 C -0.50
19 O 0.12
20 C -0.02
21 C 0.04
22 N 0.04
23 N -0.03
24 C -0.12
25 C -0.52
26 O 0.13
27 O -0.13
28 H 0.07
29 H 0.15
30 H 0.15
31 F -0.13
32 P 0.20
33 F -0.26
34 F -0.13
35 F -0.08
36 F -0.08
37 F -0.25


- Which value of DFT total energy does entry 3 give?
  -25520.128 eV


- strongest force on any atom of number 3 (CH5N5O3S)?
  7.7 eV/Å